(1)
Formula: C3H10O4
Source: the Open Molecules 2025 dataset
Level of theory: ωB97M-V/def2-TZVPD

The value obtained for the HOMO energy is -9.71 eV. The HOMO-LUMO gap is 9.841 eV. The calculation puts the electronic energy at -421.2713 a.u. As for the relative energy (zero: lowest compared OMol25 entry of this formula, charge and spin): 0.373 eV.

Last column: Löwdin charge in e.
Element x y z (Å)
1 O 1.96 -1.47 -1.92  -0.0221
2 O -1.13 -1.15 0.47  -0.0114
3 O 0.43 -0.02 1.60  0.0043
4 O 0.92 -2.42 0.34  0.0473
5 C -0.67 -0.07 1.02  -0.6018
6 C -1.47 1.15 0.72  -0.1553
7 C -0.60 2.31 0.12  -0.0768
8 H -1.17 3.22 0.28  0.0643
9 H 0.39 2.22 0.57  0.0665
10 H -0.45 2.16 -0.95  0.0624
11 H -2.30 0.93 0.07  0.1032
12 H -1.88 1.50 1.69  0.1206
13 H 1.66 -0.57 -2.14  0.0853
14 H 2.02 -1.89 -2.77  0.0694
15 H 1.25 -1.87 1.08  0.0995
16 H 1.32 -2.01 -0.46  0.0403
17 H -0.26 -2.02 0.29  0.1043

=====

(2)
Formula: CH4ClN3S
Source: the Open Molecules 2025 dataset
Level of theory: ωB97M-V/def2-TZVPD

The value obtained for the HOMO energy is -8.16 eV. The HOMO-LUMO gap is 8.708 eV. The calculation puts the electronic energy at -1063.0325 a.u. As for the relative energy (zero: lowest compared OMol25 entry of this formula, charge and spin): 1.322 eV.

Last column: Löwdin charge in e.
Element x y z (Å)
1 Cl 0.16 -1.89 2.13  0.5589
2 S -1.68 -0.50 0.26  0.7791
3 N -1.12 0.13 -1.27  -0.3367
4 N 1.68 0.88 0.33  -0.0249
5 N 0.78 0.76 1.14  -0.0357
6 C -0.02 -0.92 0.71  -1.0508
7 H 2.17 1.75 0.22  0.0483
8 H -0.78 1.09 -1.43  0.0477
9 H 0.60 -1.18 -0.14  0.0268
10 H -1.80 -0.11 -1.95  -0.0127

=====

Which value of electronic energy does entry 1 give? -421.2713 a.u.

=====

Look up the electronic energy of the second one. -1063.0325 a.u.

=====

Repeat the first record exactly.
Formula: C3H10O4
Source: the Open Molecules 2025 dataset
Level of theory: ωB97M-V/def2-TZVPD

The value obtained for the HOMO energy is -9.71 eV. The HOMO-LUMO gap is 9.841 eV. The calculation puts the electronic energy at -421.2713 a.u. As for the relative energy (zero: lowest compared OMol25 entry of this formula, charge and spin): 0.373 eV.

Last column: Löwdin charge in e.
Element x y z (Å)
1 O 1.96 -1.47 -1.92  -0.0221
2 O -1.13 -1.15 0.47  -0.0114
3 O 0.43 -0.02 1.60  0.0043
4 O 0.92 -2.42 0.34  0.0473
5 C -0.67 -0.07 1.02  -0.6018
6 C -1.47 1.15 0.72  -0.1553
7 C -0.60 2.31 0.12  -0.0768
8 H -1.17 3.22 0.28  0.0643
9 H 0.39 2.22 0.57  0.0665
10 H -0.45 2.16 -0.95  0.0624
11 H -2.30 0.93 0.07  0.1032
12 H -1.88 1.50 1.69  0.1206
13 H 1.66 -0.57 -2.14  0.0853
14 H 2.02 -1.89 -2.77  0.0694
15 H 1.25 -1.87 1.08  0.0995
16 H 1.32 -2.01 -0.46  0.0403
17 H -0.26 -2.02 0.29  0.1043